Below is a structure of composition C35H35N3OPW, with properties calculated with the ωB97M-V functional and the def2-TZVPD basis.

Output
Total charge   +1
Total energy   -2002.40502 a.u.
Energy above the lowest of the compared OMol25 structures with the same formula, charge and spin   0.0 kJ/mol
LUMO energy   -0.0995 Eh
HOMO   -9.276 eV
Molar mass   728.5 g mol⁻¹

Each line ends with the Löwdin charge.
Positions of all 76 atoms, in Å:
W -0.14 0.92 0.30  1.053
N -1.01 -0.90 -0.75  -0.036
C -2.15 -0.81 -1.68  -0.309
C -2.76 -1.96 -2.15  -0.023
C -3.81 -1.85 -3.06  -0.055
C -4.22 -0.60 -3.50  -0.058
C -3.61 0.55 -3.01  -0.051
C -2.58 0.45 -2.08  -0.291
P -1.73 1.82 -1.25  0.967
C -2.19 3.35 -2.09  -0.371
C -1.21 4.03 -2.82  -0.084
C -1.54 5.20 -3.48  -0.067
C -2.83 5.71 -3.39  -0.064
C -3.80 5.04 -2.66  -0.066
C -3.48 3.86 -2.00  -0.095
C -2.50 1.85 0.41  -0.437
C -3.12 0.75 1.01  -0.092
C -3.33 0.70 2.38  -0.056
C -2.92 1.76 3.19  -0.062
C -2.30 2.86 2.61  -0.087
C -2.07 2.90 1.24  -0.144
H -0.17 -1.10 -1.29  0.097
H -1.15 -1.71 -0.15  0.107
H -2.42 -2.93 -1.83  0.119
H -4.29 -2.74 -3.43  0.114
H -5.02 -0.51 -4.22  0.113
H -3.94 1.52 -3.34  0.105
H -0.20 3.63 -2.86  0.104
H -0.78 5.73 -4.05  0.110
H -3.08 6.63 -3.90  0.111
H -4.80 5.44 -2.59  0.111
H -4.24 3.34 -1.42  0.115
H -3.48 -0.07 0.39  0.108
H -3.82 -0.16 2.82  0.114
H -3.08 1.72 4.26  0.118
H -2.00 3.70 3.23  0.112
H -1.61 3.78 0.80  0.108
C -0.25 5.14 6.14  -0.067
C 1.07 4.44 6.43  -0.189
N 1.37 3.38 5.47  -0.053
C 2.46 3.60 4.53  -0.199
C 2.14 4.65 3.48  -0.064
C 0.71 2.21 5.64  -0.430
O -0.06 1.99 6.56  0.084
C 0.89 1.13 4.60  -0.106
C 1.25 -0.16 4.97  0.036
C 1.29 -1.14 4.00  -0.016
C 0.90 -0.83 2.71  -0.107
N 0.50 0.40 2.35  -0.074
C 0.53 1.36 3.29  -0.077
H -0.41 5.95 6.85  0.081
H -1.08 4.44 6.24  0.071
H -0.26 5.56 5.13  0.065
H 1.05 4.00 7.43  0.125
H 1.90 5.15 6.40  0.121
H 2.72 2.65 4.06  0.114
H 3.34 3.90 5.10  0.127
H 1.28 4.36 2.87  0.061
H 3.00 4.78 2.81  0.083
H 1.92 5.61 3.94  0.074
H 1.50 -0.38 6.00  0.137
H 1.59 -2.15 4.23  0.118
H 0.91 -1.57 1.92  0.108
H 0.22 2.35 2.98  0.099
C 1.42 0.71 -0.48  -0.284
C 2.70 0.51 -1.11  -0.333
C 3.42 1.59 -1.64  -0.056
C 4.65 1.39 -2.25  -0.079
C 5.18 0.12 -2.34  -0.082
C 4.48 -0.97 -1.82  -0.083
C 3.26 -0.77 -1.21  -0.063
H 2.99 2.58 -1.56  0.106
H 5.19 2.24 -2.65  0.105
H 6.14 -0.04 -2.82  0.105
H 4.90 -1.96 -1.89  0.105
H 2.72 -1.62 -0.80  0.100

Below is a structure of composition C35H35N7 at a distorted geometry, with properties calculated with the ωB97M-V functional and the def2-TZVPD basis.

Output
Total charge   0
Total energy   -1737.05719 a.u.
Energy above the lowest of the compared OMol25 structures with the same formula, charge and spin   2368.8 kJ/mol
LUMO energy   -0.0075 Eh
HOMO   -7.288 eV
Molar mass   553.7 g mol⁻¹

Each line ends with the Löwdin charge.
Positions of all 77 atoms, in Å:
N -4.04 2.42 1.02  0.019
C -4.48 2.33 -0.26  -0.110
C -4.56 1.17 -1.04  -0.032
C -4.22 -0.03 -0.42  -0.056
C -3.91 -0.03 0.89  -0.114
C -3.82 1.16 1.59  -0.183
H -4.90 3.24 -0.64  0.130
H -5.00 1.17 -2.03  0.106
H -4.23 -0.93 -1.01  0.118
H -3.83 -0.96 1.44  0.118
H -3.67 1.16 2.66  0.050
N 3.02 -3.56 0.11  0.064
C 4.25 -3.27 0.61  -0.163
C 4.53 -2.16 1.42  -0.056
C 3.43 -1.30 1.77  -0.028
C 2.17 -1.64 1.27  -0.093
C 1.99 -2.76 0.48  -0.165
H 5.03 -3.92 0.23  0.102
H 5.54 -1.87 1.68  0.102
H 3.62 -0.52 2.49  0.106
H 1.30 -1.02 1.42  0.037
H 0.96 -2.94 0.19  0.087
N 0.37 -0.81 0.42  -0.048
C -0.82 -0.30 0.83  -0.032
C -1.50 0.88 0.29  0.022
C -0.92 1.46 -0.83  -0.043
C 0.21 0.88 -1.34  0.004
C 0.89 -0.18 -0.65  -0.213
H -1.10 -0.60 1.83  -0.057
H -2.38 1.33 0.70  0.064
H -1.32 2.37 -1.26  0.052
H 0.80 1.38 -2.10  0.117
H 1.85 -0.53 -0.99  0.039
N -2.84 0.20 2.82  -0.050
C -1.67 -0.47 2.85  -0.174
C -1.61 -1.83 3.20  -0.010
C -2.73 -2.43 3.75  -0.058
C -3.91 -1.74 3.77  -0.055
C -3.95 -0.46 3.23  -0.141
H -0.79 0.12 2.65  0.155
H -0.65 -2.32 3.29  0.121
H -2.76 -3.38 4.25  0.114
H -4.80 -2.15 4.23  0.110
H -4.85 0.13 3.31  0.147
N -2.95 6.51 0.02  0.024
C -3.32 5.50 0.84  -0.128
C -3.09 4.12 0.60  -0.089
C -2.36 3.83 -0.61  -0.063
C -1.90 4.91 -1.48  -0.037
C -2.34 6.23 -1.20  -0.135
H -3.89 5.90 1.67  0.091
H -3.38 3.36 1.31  -0.042
H -2.17 2.78 -0.80  0.004
H -1.27 4.76 -2.35  0.085
H -2.20 7.06 -1.87  0.085
N 4.63 1.26 -0.94  0.078
C 3.70 0.26 -0.89  -0.093
C 4.00 -1.14 -1.16  -0.076
C 5.36 -1.41 -1.36  -0.082
C 6.33 -0.40 -1.42  -0.072
C 5.88 0.87 -1.22  -0.184
H 2.66 0.56 -0.88  0.063
H 3.21 -1.89 -1.13  0.064
H 5.62 -2.42 -1.63  0.105
H 7.33 -0.60 -1.77  0.103
H 6.57 1.65 -1.51  0.098
N 1.21 -1.08 -2.67  0.037
C 0.70 -2.06 -1.92  -0.151
C 1.16 -3.41 -1.84  -0.082
C 2.06 -3.74 -2.84  -0.075
C 2.61 -2.76 -3.64  -0.082
C 2.18 -1.45 -3.58  -0.092
H 0.04 -1.87 -1.09  0.098
H 0.72 -4.17 -1.21  0.115
H 2.38 -4.76 -2.97  0.111
H 3.39 -3.03 -4.34  0.105
H 2.46 -0.64 -4.23  0.114

Below is a structure of composition C35H35N9Rb, with properties calculated with the ωB97M-V functional and the def2-TZVPD basis.

Output
Total charge   +1
Total energy   -1871.56348 a.u.
LUMO energy   -0.0661 Eh
HOMO   -10.555 eV
Molar mass   667.2 g mol⁻¹

Each line ends with the Löwdin charge.
Positions of all 80 atoms, in Å:
Rb -0.55 -0.38 0.73  0.785
C 2.12 0.57 3.08  -0.180
C 1.02 1.31 3.87  -0.109
C 0.44 2.50 3.14  -0.291
C 0.66 3.80 3.59  -0.010
C 0.09 4.86 2.90  -0.047
C -0.69 4.59 1.79  -0.048
C -0.86 3.26 1.41  -0.146
N -0.30 2.24 2.06  0.035
N 1.73 -0.79 2.70  -0.210
C 1.53 -1.65 3.86  -0.120
C 0.42 -2.67 3.67  -0.276
C 0.62 -4.01 3.97  -0.020
C -0.43 -4.90 3.81  -0.048
C -1.65 -4.42 3.37  -0.054
C -1.75 -3.06 3.10  -0.141
N -0.75 -2.20 3.24  0.069
C 2.72 -1.35 1.79  -0.148
C 2.34 -2.73 1.30  -0.284
C 3.18 -3.81 1.51  -0.017
C 2.78 -5.06 1.06  -0.048
C 1.57 -5.18 0.41  -0.048
C 0.81 -4.03 0.22  -0.126
N 1.18 -2.83 0.65  0.065
H 3.05 0.56 3.66  0.130
H 2.33 1.11 2.16  0.121
H 1.39 1.63 4.84  0.118
H 0.19 0.62 4.05  0.112
H 1.27 3.98 4.46  0.117
H 0.25 5.88 3.22  0.114
H -1.17 5.37 1.22  0.111
H -1.47 3.00 0.56  0.084
H 1.25 -1.04 4.72  0.127
H 2.46 -2.17 4.14  0.133
H 1.59 -4.35 4.31  0.118
H -0.29 -5.95 4.04  0.115
H -2.50 -5.07 3.23  0.108
H -2.70 -2.65 2.76  0.110
H 3.72 -1.39 2.26  0.131
H 2.80 -0.68 0.93  0.114
H 4.12 -3.68 2.03  0.118
H 3.41 -5.93 1.22  0.115
H 1.21 -6.13 0.04  0.109
H -0.14 -4.08 -0.30  0.111
C -2.27 -1.79 -2.76  -0.121
N -3.06 -1.37 -1.60  -0.044
C -3.95 -0.23 -1.86  -0.129
C -3.21 1.03 -2.20  -0.320
N -2.16 1.46 -1.55  0.155
C -1.72 2.57 -2.25  -0.231
C -0.61 3.39 -2.04  -0.025
C -0.39 4.42 -2.93  -0.077
C -1.25 4.65 -4.02  -0.081
C -2.35 3.85 -4.25  -0.015
C -2.56 2.81 -3.35  -0.194
N -3.50 1.80 -3.29  0.169
C -1.06 -0.94 -3.02  -0.334
N -0.07 -0.81 -2.18  0.103
C 0.79 0.11 -2.77  -0.240
C 1.99 0.63 -2.29  -0.016
C 2.63 1.58 -3.07  -0.080
C 2.10 2.00 -4.30  -0.083
C 0.92 1.48 -4.79  -0.012
C 0.28 0.53 -4.00  -0.193
N -0.90 -0.17 -4.14  0.181
H -2.91 -1.82 -3.64  0.125
H -1.93 -2.81 -2.58  0.122
H -2.41 -1.05 -0.90  0.005
H -4.55 -0.07 -0.97  0.128
H -4.64 -0.50 -2.67  0.123
H 0.07 3.20 -1.23  0.107
H 0.47 5.06 -2.80  0.108
H -1.04 5.47 -4.69  0.106
H -3.01 4.02 -5.09  0.112
H -4.30 1.68 -3.90  0.164
H 2.41 0.30 -1.35  0.099
H 3.57 2.01 -2.73  0.105
H 2.63 2.74 -4.88  0.107
H 0.51 1.80 -5.74  0.116
H -1.55 -0.11 -4.91  0.164

Below is a structure of composition C35H36BBrCrN3O3PSe2 at a distorted geometry, with properties calculated with the ωB97M-V functional and the def2-TZVPD basis.

Output
Total charge   0
<S²>   6.10
Total energy   -10532.96281 a.u.
Spin multiplicity   5
Energy above the lowest of the compared OMol25 structures with the same formula, charge and spin   104.4 kJ/mol
LUMO energy (alpha / beta)   0.0029 / 0.0020 Eh
HOMO (alpha / beta)   -6.755 / -6.556 eV
Molar mass   878.3 g mol⁻¹

Each line ends with the Löwdin charge.
Positions of all 83 atoms, in Å:
Cr 8.44 14.98 10.58  0.467
Se 10.53 13.90 11.67  0.495
P 10.73 14.14 13.88  0.242
Se 10.16 16.06 14.87  0.221
C 9.97 12.64 14.63  -0.399
C 10.25 12.56 16.03  -0.097
C 9.68 11.51 16.79  -0.090
C 8.85 10.58 16.18  -0.083
C 8.65 10.63 14.76  -0.083
C 9.28 11.60 13.98  -0.119
C 12.54 13.94 14.06  -0.421
C 13.05 12.62 13.94  -0.097
C 14.38 12.39 14.24  -0.108
C 15.22 13.46 14.57  -0.082
C 14.69 14.78 14.54  -0.089
C 13.38 15.06 14.27  -0.116
H 10.90 13.27 16.56  0.108
H 9.99 11.43 17.82  0.100
H 8.28 9.86 16.78  0.102
H 8.10 9.82 14.29  0.100
H 9.29 11.58 12.87  0.080
H 12.41 11.80 13.64  0.102
H 14.69 11.36 14.31  0.100
H 16.26 13.16 14.90  0.118
H 15.46 15.53 14.78  0.101
H 12.85 15.98 14.37  0.029
C 11.85 16.69 10.17  -0.013
C 10.74 16.44 9.13  -0.466
O 9.51 16.54 9.41  -0.068
N 11.19 16.20 7.91  0.098
C 10.49 15.70 6.74  -0.087
C 9.38 14.79 7.08  -0.216
C 8.08 14.97 6.76  -0.026
C 7.05 14.12 7.33  -0.102
C 7.31 13.44 8.45  -0.122
C 8.64 13.53 9.03  -0.306
N 9.65 13.70 7.96  0.109
H 11.43 16.56 11.15  0.030
H 12.33 17.64 9.92  0.095
H 12.67 15.97 10.14  0.082
H 12.20 16.18 7.83  0.148
H 11.27 15.40 6.06  0.130
H 10.04 16.55 6.29  0.118
H 7.88 15.84 6.09  0.125
H 6.01 14.09 6.98  0.099
H 6.49 12.94 8.91  0.099
H 8.87 12.66 9.65  0.074
C 15.82 8.63 8.57  -0.060
C 15.32 9.53 9.71  -0.564
C 14.37 8.64 10.55  -0.072
C 16.54 10.03 10.54  -0.040
C 14.55 10.68 9.15  -0.210
C 15.16 11.64 8.37  -0.028
C 14.46 12.70 7.72  0.030
C 13.14 12.79 8.05  -0.197
O 12.13 13.49 7.47  0.176
B 10.93 13.15 8.12  -0.662
O 11.23 12.16 9.06  0.139
C 12.61 11.94 9.05  -0.148
C 13.28 10.94 9.69  0.073
H 16.44 7.82 9.02  0.084
H 16.51 9.18 7.93  0.068
H 15.00 8.12 7.97  0.113
H 15.02 7.77 10.80  0.093
H 13.48 8.30 10.06  0.076
H 14.09 9.14 11.51  0.092
H 17.14 9.25 11.01  0.073
H 16.20 10.76 11.36  0.111
H 17.24 10.63 9.97  0.070
H 16.18 11.38 8.03  0.116
H 14.85 13.24 6.88  0.110
H 12.75 10.31 10.39  0.116
Br 6.07 13.87 12.84  0.807
C 6.60 15.67 13.12  -0.713
C 5.99 16.46 14.03  -0.117
C 6.44 17.75 14.27  -0.028
C 7.55 18.13 13.54  -0.104
C 8.14 17.34 12.63  -0.212
N 7.62 16.15 12.36  -0.050
H 5.16 16.03 14.59  0.105
H 5.95 18.39 15.06  0.142
H 8.00 19.11 13.57  0.118
H 8.86 17.62 11.90  0.111

Below is a structure of composition C35H36CsF2N5O5 at a distorted geometry, with properties calculated with the ωB97M-V functional and the def2-TZVPD basis.

Output
Total charge   -2
Total energy   -2225.14403 a.u.
Energy above the lowest of the compared OMol25 structures with the same formula, charge and spin   0.0 kJ/mol
LUMO energy   0.1349 Eh
HOMO   -1.730 eV
Molar mass   777.6 g mol⁻¹

Each line ends with the Löwdin charge.
Positions of all 84 atoms, in Å:
Cs -1.17 -0.03 -0.61  1.386
O 1.33 2.81 2.71  -0.145
C 1.57 1.81 3.48  -0.407
C 1.37 1.88 4.89  -0.051
C 1.63 0.83 5.73  -0.148
C 2.12 -0.39 5.24  -0.151
C 2.32 -0.51 3.87  -0.078
C 2.06 0.54 2.99  -0.143
C 2.26 0.37 1.55  -0.117
N 2.91 -0.59 1.02  0.050
C 3.02 -0.56 -0.43  -0.233
C 2.88 -1.95 -1.06  -0.233
N 1.51 -2.42 -0.90  0.050
C 0.69 -2.35 -1.87  -0.204
C 0.92 -1.94 -3.29  -0.158
C 1.74 -2.69 -4.11  -0.095
C 1.95 -2.36 -5.45  -0.155
C 1.29 -1.24 -5.96  -0.150
C 0.45 -0.48 -5.17  -0.051
C 0.22 -0.78 -3.79  -0.445
O -0.54 -0.07 -3.05  -0.397
H 0.99 2.82 5.28  0.088
H 1.46 0.94 6.80  0.080
H 2.31 -1.22 5.90  0.071
H 2.68 -1.43 3.44  0.098
H 1.80 1.15 0.93  0.104
H 4.02 -0.19 -0.69  0.109
H 2.28 0.11 -0.89  0.093
H 3.54 -2.64 -0.53  0.101
H 3.21 -1.89 -2.10  0.093
H -0.33 -2.65 -1.61  0.086
H 2.23 -3.56 -3.69  0.105
H 2.59 -2.97 -6.07  0.070
H 1.43 -0.97 -7.00  0.080
H -0.07 0.38 -5.57  0.093
C -4.43 0.95 2.10  -0.034
N -3.59 2.14 2.16  -0.132
C -4.24 3.42 2.33  -0.065
C -2.26 2.00 1.93  -0.444
O -1.74 0.91 1.77  -0.190
C -1.37 3.24 1.79  -0.103
O -1.14 3.42 0.40  -0.109
C 0.16 3.91 0.09  -0.104
C 0.69 3.12 -1.10  -0.406
O 0.64 1.91 -1.09  -0.154
N 1.26 3.80 -2.14  -0.138
C 1.67 3.02 -3.30  -0.025
C 1.43 5.23 -2.17  -0.069
H -4.59 0.53 3.09  0.090
H -3.99 0.19 1.45  0.046
H -5.39 1.22 1.66  0.083
H -5.24 3.24 2.73  0.078
H -4.35 3.97 1.39  0.093
H -3.72 4.06 3.04  0.076
H -0.44 3.04 2.32  0.091
H -1.82 4.15 2.20  0.109
H 0.86 3.73 0.92  0.118
H 0.09 4.98 -0.11  0.110
H 1.17 2.06 -3.28  0.078
H 2.75 2.87 -3.32  0.093
H 1.37 3.55 -4.21  0.086
H 1.90 5.61 -1.26  0.087
H 0.49 5.77 -2.33  0.088
H 2.10 5.47 -3.00  0.080
F -6.66 -2.63 -3.02  -0.008
C -5.73 -2.76 -2.01  -0.307
C -5.16 -1.63 -1.46  -0.119
C -4.22 -1.70 -0.42  -0.071
C -3.92 -3.01 0.03  -0.201
C -4.51 -4.12 -0.56  -0.245
F -4.20 -5.39 -0.14  0.013
C -5.43 -4.04 -1.59  0.013
C -3.01 -3.21 1.19  -0.239
C -3.43 -3.96 2.30  -0.032
C -2.60 -4.08 3.39  -0.093
C -1.36 -3.46 3.37  -0.080
C -1.02 -2.74 2.24  -0.128
N -1.81 -2.63 1.17  0.088
H -5.46 -0.67 -1.88  0.078
H -5.86 -4.92 -2.04  0.109
H -4.41 -4.42 2.28  0.107
H -2.92 -4.65 4.26  0.092
H -0.68 -3.52 4.21  0.092
H -0.05 -2.24 2.18  0.105

Below is a structure of composition C35H36IrN6O6S2 at a distorted geometry, with properties calculated with the ωB97M-V functional and the def2-TZVPD basis.

Output
Total charge   0
<S²>   0.80
Total energy   -3035.82751 a.u.
Spin multiplicity   2
Energy above the lowest of the compared OMol25 structures with the same formula, charge and spin   356.4 kJ/mol
LUMO energy (alpha / beta)   -0.0603 / -0.0600 Eh
HOMO (alpha / beta)   -6.336 / -6.070 eV
Molar mass   893.1 g mol⁻¹

Each line ends with the Löwdin charge.
Positions of all 86 atoms, in Å:
Ir -0.39 -0.46 -0.01  1.305
O 4.30 2.17 -1.61  0.064
C 3.39 2.77 -2.40  -0.259
C 3.85 3.64 -3.39  -0.008
C 2.96 4.32 -4.20  -0.072
C 1.59 4.15 -4.04  -0.086
C 1.12 3.25 -3.10  -0.017
C 2.01 2.55 -2.27  -0.077
C 1.44 1.61 -1.30  -0.395
O 0.27 1.16 -1.49  -0.085
N 2.19 1.27 -0.25  0.052
N 1.60 0.49 0.63  -0.068
C 2.14 0.05 1.74  -0.085
C 1.37 -0.82 2.55  -0.260
C 1.89 -1.41 3.72  -0.003
C 1.11 -2.27 4.45  -0.036
C -0.18 -2.57 4.00  -0.026
C -0.63 -1.97 2.84  -0.106
N 0.11 -1.13 2.13  0.023
H 3.82 1.66 -0.92  0.065
H 4.91 3.78 -3.50  0.117
H 3.34 5.00 -4.95  0.106
H 0.90 4.71 -4.65  0.100
H 0.06 3.09 -2.97  0.116
H 3.15 0.31 2.02  0.144
H 2.89 -1.17 4.02  0.121
H 1.49 -2.74 5.34  0.115
H -0.82 -3.25 4.54  0.110
H -1.63 -2.16 2.46  0.096
S -3.00 -1.12 0.01  0.639
C -3.88 0.13 -0.70  -1.041
N -4.18 1.27 -0.14  -0.034
C -5.10 2.14 -0.84  -0.205
C -5.36 1.59 -2.24  -0.390
S -4.66 -0.11 -2.26  0.964
H -3.57 1.80 0.61  0.084
H -4.69 3.15 -0.87  0.127
H -6.03 2.18 -0.25  0.129
H -4.85 2.17 -3.01  0.076
H -6.41 1.51 -2.49  0.072
O -2.74 2.82 1.21  0.023
C -1.56 2.42 1.16  -0.554
O -1.25 1.22 1.01  -0.178
C -0.48 3.46 1.28  -0.101
C 0.75 3.20 1.87  -0.016
C 1.73 4.18 1.90  -0.043
C 1.48 5.43 1.37  0.016
C 0.22 5.71 0.83  -0.137
C -0.75 4.73 0.78  0.075
N -0.07 7.03 0.34  -0.356
O 0.80 7.87 0.41  0.080
O -1.18 7.22 -0.12  0.081
H 0.91 2.23 2.31  0.098
H 2.69 3.97 2.35  0.110
H 2.23 6.21 1.37  0.119
H -1.73 4.95 0.38  0.129
C -1.58 -3.95 -1.74  -0.083
C -1.14 -3.22 -3.01  -0.374
C -1.90 -1.90 -3.19  -0.103
C 0.35 -2.98 -3.03  -0.158
C 1.04 -3.20 -4.19  -0.064
C 2.43 -3.13 -4.24  -0.103
C 3.12 -3.01 -3.04  -0.072
C 2.48 -2.79 -1.84  -0.149
C 3.33 -2.90 -0.59  -0.371
C 2.53 -3.38 0.63  -0.070
C 4.08 -1.60 -0.32  -0.057
C 1.06 -2.53 -1.84  -0.281
N 0.45 -1.91 -0.88  -0.079
H -2.59 -4.33 -1.86  0.078
H -1.55 -3.28 -0.89  0.002
H -0.92 -4.80 -1.53  0.083
H -1.36 -3.87 -3.86  0.130
H -1.50 -1.14 -2.52  0.026
H -2.96 -2.05 -2.98  0.019
H -1.79 -1.54 -4.21  0.084
H 0.50 -3.45 -5.09  0.110
H 2.96 -3.25 -5.17  0.089
H 4.20 -3.11 -3.03  0.111
H 4.08 -3.67 -0.80  0.134
H 1.75 -2.67 0.88  0.027
H 3.20 -3.49 1.48  0.076
H 2.08 -4.34 0.41  0.088
H 3.40 -0.75 -0.31  0.034
H 4.82 -1.42 -1.10  0.083
H 4.59 -1.65 0.64  0.074